No. 1
{"formula": "C5H11N3O", "method": "ωB97M-V with the def2-TZVPD basis set", "multiplicity": 1, "smiles": "CCC(N)=O.CN=C=N", "orbital_gap_ev": 9.64, "e_above_lowest_kcal_mol": 18.1, "total_energy_ev": -11880.9841, "lumo_energy_ev": 0.425, "symbols": ["C", "C", "C", "N", "C", "C", "N", "N", "O", "H", "H", "H", "H", "H", "H", "H", "H", "H", "H", "H"], "xyz": [[-2.0530, 0.9403, 0.3215], [3.9937, -0.7864, 1.1930], [-2.3516, 1.4102, -1.1016], [3.1548, -0.7925, 0.0521], [-2.3123, -0.5540, 0.4361], [2.2152, -0.2216, -0.4142], [-1.3092, -1.3151, -0.0475], [1.1593, 0.0519, -0.9506], [-3.3336, -1.0234, 0.8904], [-0.4439, -0.9144, -0.3874], [-1.4085, -2.3162, -0.0249], [1.0382, 0.7403, -1.6693], [-1.0136, 1.1518, 0.5772], [-2.7073, 1.4568, 1.0239], [4.0979, 0.2106, 1.6293], [4.9743, -1.1522, 0.8868], [3.5870, -1.4637, 1.9473], [-1.7206, 0.8892, -1.8184], [-3.3906, 1.2082, -1.3504], [-2.1761, 2.4801, -1.1931]]}

No. 2
{"formula": "C5H11N3O", "method": "ωB97M-V with the def2-TZVPD basis set", "multiplicity": 1, "smiles": "[H]/N=C\\C(=C)C.NC(N)=O", "orbital_gap_ev": 10.23, "e_above_lowest_kcal_mol": 8.8, "total_energy_ev": -11881.3898, "lumo_energy_ev": 0.837, "symbols": ["C", "C", "C", "C", "N", "H", "H", "H", "H", "H", "H", "H", "C", "N", "N", "O", "H", "H", "H", "H"], "xyz": [[-3.1279, 1.0878, -1.3821], [-1.7217, 0.6909, -1.0446], [-1.2314, 1.1329, 0.2669], [-0.9570, -0.0412, -1.8525], [-0.0366, 1.2131, 0.6633], [0.6479, 0.9224, -0.0385], [-1.9976, 1.4379, 0.9789], [-3.2354, 2.1716, -1.3411], [-3.8227, 0.6568, -0.6612], [-3.4006, 0.7459, -2.3772], [0.0396, -0.3475, -1.5772], [-1.3141, -0.3826, -2.8100], [2.3571, -1.0564, 0.9204], [1.7243, -0.5678, 2.0191], [3.4603, -1.8294, 1.1831], [1.9856, -0.8340, -0.2161], [3.8203, -2.3607, 0.4085], [1.0307, 0.1577, 1.8519], [2.1887, -0.5735, 2.9099], [3.5907, -2.2238, 2.0982]]}

No. 3
{"formula": "C5H11N3O2", "method": "ωB97M-V with the def2-TZVPD basis set", "multiplicity": 3, "orbital_gap_ev": [6.64, 8.18], "e_above_lowest_kcal_mol": 0.0, "total_energy_ev": -13924.0735, "lumo_energy_ev": [0.654, -0.778], "symbols": ["C", "C", "C", "C", "C", "N", "N", "N", "O", "O", "H", "H", "H", "H", "H", "H", "H", "H", "H", "H", "H"], "xyz": [[3.8833, 0.9236, -0.1712], [0.6614, 0.5909, 0.6346], [-0.6215, 1.5599, 0.2283], [0.3113, -0.8933, 0.3747], [1.5249, -1.8071, 0.7795], [-0.8860, -1.0811, 1.1577], [2.2515, -1.9396, -0.3717], [-0.8675, 1.3617, -1.2024], [3.9090, 1.2209, 0.9282], [3.9313, 0.6308, -1.2817], [1.4258, 0.9865, -0.0587], [0.9293, 0.7155, 1.6455], [-1.4645, 1.2286, 0.8521], [-0.3288, 2.6596, 0.5139], [0.2448, -1.0640, -0.7388], [-0.7119, -0.7870, 2.1193], [-1.3891, -1.9398, 1.1094], [2.9945, -2.5231, -0.5732], [2.1192, -1.3132, -1.1337], [-0.2518, 2.1260, -1.7062], [-1.7986, 1.7205, -1.3023]]}

No. 4
{"formula": "C5H11N3O3", "method": "ωB97M-V with the def2-TZVPD basis set", "multiplicity": 1, "smiles": "O=NN(O)N1CCC[C@@H]1CO", "orbital_gap_ev": 10.31, "e_above_lowest_kcal_mol": 118.8, "total_energy_ev": -15970.7018, "lumo_energy_ev": 0.765, "symbols": ["C", "C", "C", "C", "C", "H", "H", "H", "H", "H", "H", "H", "H", "H", "H", "H", "N", "N", "N", "O", "O", "O"], "xyz": [[0.1752, 1.8784, -0.6279], [-0.3464, 0.4488, -0.8664], [0.7259, -0.6187, -1.2236], [0.2858, -1.8661, -0.4605], [-1.0880, -1.5592, 0.1104], [1.4924, 1.8305, -2.0463], [0.9727, 1.9917, 0.1142], [-0.7089, 2.5880, -0.4420], [-0.9463, 0.6495, -1.7351], [0.8212, -0.8109, -2.2840], [1.7107, -0.2849, -0.8102], [0.2092, -2.7925, -0.9521], [0.9569, -1.9787, 0.3472], [-1.3166, -2.0080, 1.0328], [-1.9274, -1.7477, -0.6527], [0.8340, 0.3177, 2.7654], [-1.0370, -0.0934, 0.3404], [-0.3656, 0.3244, 1.4811], [-1.2315, 0.8182, 2.4030], [0.6995, 2.3071, -1.8589], [0.8266, -0.1877, 1.8767], [-0.7423, 0.7934, 3.4883]]}

No. 5
{"formula": "C5H11N3S", "method": "ωB97M-V with the def2-TZVPD basis set", "multiplicity": 1, "smiles": "C/C=N/S(=N)(=N)C1CC1", "orbital_gap_ev": 9.52, "e_above_lowest_kcal_mol": 112.9, "total_energy_ev": -20663.5268, "lumo_energy_ev": 0.839, "symbols": ["C", "C", "C", "C", "C", "N", "N", "N", "S", "H", "H", "H", "H", "H", "H", "H", "H", "H", "H", "H"], "xyz": [[-2.0419, 0.5614, 0.2117], [2.1783, -1.2813, -0.2033], [2.9520, -0.1193, 0.1979], [1.5358, -0.2441, 0.6611], [-3.3463, -0.1278, -0.0922], [0.9653, 1.6512, -1.4120], [0.0368, 2.1780, 0.9736], [-0.9986, -0.0133, -0.2528], [0.4150, 0.9796, -0.1194], [-1.8187, 1.5615, 0.6637], [1.6560, -1.2370, -1.1797], [2.2251, -2.2541, 0.3065], [3.5922, -0.2691, 1.0736], [3.3181, 0.6286, -0.5814], [1.4611, -0.1609, 1.7302], [-4.0712, -0.1576, 0.6717], [-3.6401, 0.5727, -1.0158], [-3.0276, -1.1325, -0.5598], [0.9209, 1.1574, -2.2642], [0.6155, 2.8647, 0.6506]]}

No. 6
{"formula": "C5H11N4", "method": "ωB97M-V with the def2-TZVPD basis set", "multiplicity": 1, "smiles": "[H]/N=N/N=C\\[NH+]=C(/C)CC", "charge": 1, "orbital_gap_ev": 8.89, "e_above_lowest_kcal_mol": 120.2, "total_energy_ev": -11312.6336, "lumo_energy_ev": -4.676, "symbols": ["C", "C", "C", "C", "C", "N", "N", "N", "N", "H", "H", "H", "H", "H", "H", "H", "H", "H", "H", "H"], "xyz": [[2.2662, 1.0459, -0.8851], [0.1888, 0.5233, 0.1522], [0.6715, 0.8723, 1.5507], [-1.5383, -1.0432, -0.9664], [-1.2167, 0.0942, -0.0252], [3.0129, 0.0974, -0.4367], [2.6862, -1.0531, -0.0627], [1.9159, -1.4188, 0.8592], [0.8505, 0.8404, -0.9679], [2.6202, 1.8261, -1.3798], [0.0862, 1.6105, 1.9434], [1.7350, 1.1925, 1.4592], [0.3846, -0.1511, 2.1299], [-2.6111, -1.0290, -1.2130], [-1.3927, -2.0559, -0.4337], [-0.9521, -1.2621, -1.9019], [-1.6904, -0.1261, 1.0019], [-1.6290, 0.9839, -0.6114], [2.0042, -2.4481, 0.8138], [0.3117, 0.6069, -1.8966]]}

No. 7
{"formula": "C5H11N4O2S", "method": "ωB97M-V with the def2-TZVPD basis set", "multiplicity": 1, "charge": 1, "orbital_gap_ev": 9.38, "e_above_lowest_kcal_mol": 40.7, "total_energy_ev": -26245.0243, "lumo_energy_ev": -4.006, "symbols": ["C", "C", "C", "C", "C", "N", "N", "N", "N", "O", "O", "S", "H", "H", "H", "H", "H", "H", "H", "H", "H", "H", "H"], "xyz": [[1.7246, -2.4198, -0.5939], [-0.9609, 0.7621, -0.6355], [1.1012, 0.5307, 0.4982], [0.6006, -0.0242, 1.7195], [-2.9873, 0.7123, 0.7330], [1.6457, -2.8764, 0.5053], [-1.5197, 0.5596, 0.4440], [0.5007, 0.7633, -0.6331], [1.1366, 0.9553, -1.8130], [1.6917, -1.7456, -1.5309], [-1.4260, 0.9988, -1.8742], [2.7869, 0.9190, 0.7088], [-0.1578, 0.6270, 2.2495], [1.3810, -0.2220, 2.3499], [0.0393, -0.9464, 1.6146], [-3.1734, 1.6911, 0.9549], [-3.6474, 0.2387, -0.0842], [-3.0152, 0.0953, 1.5970], [1.7926, -3.8748, 0.8877], [1.5451, 0.0680, -2.0083], [0.3846, 1.1528, -2.3956], [-2.4280, 0.7565, -2.0073], [2.9851, 1.2785, -0.6865]]}

No. 8
{"formula": "C5H11N4O2S2", "method": "ωB97M-V with the def2-TZVPD basis set", "multiplicity": 3, "charge": 1, "orbital_gap_ev": [5.93, 7.90], "e_above_lowest_kcal_mol": 13.6, "total_energy_ev": -37075.3365, "lumo_energy_ev": [-2.999, -5.735], "symbols": ["C", "C", "C", "C", "C", "N", "N", "N", "N", "O", "O", "S", "S", "H", "H", "H", "H", "H", "H", "H", "H", "H", "H", "H"], "xyz": [[-1.2187, -0.8911, -2.5964], [-1.2501, 1.2175, 2.3225], [0.7822, 1.5816, 0.9710], [-2.0283, -1.9929, -3.2020], [1.9970, -0.3192, 2.4303], [-1.2832, 0.6595, 1.1636], [-0.3122, 1.0526, 0.3686], [-1.2402, -0.4976, -1.3286], [1.9780, 0.6576, 1.2524], [-0.2662, -0.2272, -3.1775], [1.3621, -0.0609, -1.1208], [0.1019, 2.2970, 2.5378], [0.1248, 0.6134, -1.3138], [-2.1261, 0.8999, 2.9135], [1.2065, 2.3705, 0.2941], [-1.4077, -2.3206, -4.0847], [-2.4015, -2.8149, -2.6642], [-2.8455, -1.4849, -3.7571], [1.0619, -0.9607, 2.3650], [2.8671, -0.8447, 2.3161], [1.7438, 0.2328, 3.3789], [-1.8796, -0.6506, -0.6343], [2.1422, 0.1549, 0.2124], [2.8917, 1.3280, 1.3533]]}

No. 9
{"formula": "C5H11N4S", "method": "ωB97M-V with the def2-TZVPD basis set", "multiplicity": 1, "smiles": "Nc1ncn(CCCS)[nH+]1", "charge": 1, "orbital_gap_ev": 7.99, "e_above_lowest_kcal_mol": 73.8, "total_energy_ev": -22149.9650, "lumo_energy_ev": -4.264, "symbols": ["N", "C", "N", "C", "N", "C", "C", "C", "S", "N", "H", "H", "H", "H", "H", "H", "H", "H", "H", "H", "H"], "xyz": [[-3.5049, -0.1432, -0.2330], [-2.3495, 0.1283, 0.4261], [-1.9967, 1.1461, 1.3521], [-0.6194, 0.8995, 1.7016], [-0.2541, -0.2484, 0.9476], [1.0347, -0.9997, 0.8431], [1.6507, -0.6700, -0.6146], [2.3104, 0.8191, -0.6342], [2.1836, 1.4034, -2.4186], [-1.2394, -0.7583, 0.1898], [-3.7088, 0.3284, -1.1221], [-4.1556, -0.8667, 0.0949], [0.0744, 1.4376, 2.4086], [0.8940, -2.1266, 1.0116], [1.7082, -0.6301, 1.6908], [0.8364, -0.6371, -1.4252], [2.3959, -1.4647, -0.9563], [1.6726, 1.4841, 0.0356], [3.3875, 0.7196, -0.2953], [0.8386, 1.7561, -2.5804], [-1.1586, -1.5775, -0.4221]]}

No. 10
{"formula": "C5H11NO", "method": "ωB97M-V with the def2-TZVPD basis set", "multiplicity": 2, "charge": -1, "orbital_gap_ev": [3.18, 7.32], "e_above_lowest_kcal_mol": 72.2, "total_energy_ev": -8897.0292, "lumo_energy_ev": [3.888, 3.786], "symbols": ["C", "C", "C", "C", "N", "C", "O", "H", "H", "H", "H", "H", "H", "H", "H", "H", "H", "H"], "xyz": [[-0.2395, 1.0108, 0.8722], [-1.1853, 0.9847, -0.4579], [-0.7382, 0.1441, -1.6587], [0.2556, 0.5411, -2.4871], [-0.0804, -0.3907, 1.3538], [1.1913, -0.9769, 1.6944], [1.1650, -2.3304, 1.3473], [0.7208, 1.5320, 0.7362], [-0.8731, 1.6316, 1.5698], [-1.4462, 2.0114, -0.8851], [-2.2491, 0.5398, -0.1265], [-1.3911, -0.6570, -2.1133], [0.2876, 0.1868, -3.5694], [1.2704, 0.9882, -2.0877], [-0.3970, -0.9352, 0.4213], [1.2830, -0.8839, 2.7727], [2.1049, -0.5441, 1.2602], [0.3213, -2.8524, 1.3579]]}

No. 11
{"formula": "C5H11NO", "method": "ωB97M-V with the def2-TZVPD basis set", "multiplicity": 1, "smiles": "C=C/C=C(/C)N.O", "orbital_gap_ev": 8.82, "e_above_lowest_kcal_mol": 45.4, "total_energy_ev": -8899.7287, "lumo_energy_ev": 0.942, "symbols": ["N", "C", "C", "C", "C", "C", "H", "H", "H", "H", "H", "H", "H", "H", "H", "H", "H", "O"], "xyz": [[0.8910, 0.2000, 1.6256], [0.0591, -0.7025, 0.9855], [-0.8642, -0.3421, 0.0706], [-1.1754, 0.9873, -0.4361], [-0.3153, 2.0013, -0.5657], [0.4088, -2.1293, 1.2188], [1.2713, -0.1059, 2.5062], [0.5232, 1.1387, 1.6643], [-1.6087, -1.1109, -0.1149], [-2.2068, 1.1223, -0.7552], [-0.4749, 2.9980, -0.9557], [0.6661, 1.9221, -0.1121], [1.1730, -2.5177, 0.5523], [-0.4802, -2.7546, 1.1672], [0.8696, -2.3643, 2.1848], [0.0383, -0.4773, -2.1555], [0.2452, 0.9285, -2.6855], [0.7120, 0.1099, -2.5184]]}

No. 12
{"formula": "C5H11NO", "method": "ωB97M-V with the def2-TZVPD basis set", "multiplicity": 1, "orbital_gap_ev": 8.52, "e_above_lowest_kcal_mol": 93.8, "total_energy_ev": -8897.6300, "lumo_energy_ev": -0.034, "symbols": ["C", "N", "C", "O", "C", "C", "C", "H", "H", "H", "H", "H", "H", "H", "H", "H", "H", "H"], "xyz": [[2.7972, 0.1134, 0.0414], [1.3798, -0.0793, -0.2047], [0.4962, 0.8708, 0.2156], [0.8091, 1.8163, 0.9464], [-0.8619, 1.0059, -0.2902], [-1.3191, -1.5884, -0.7337], [-1.9480, 1.0099, 0.7139], [3.2760, 0.7064, -0.7484], [3.2987, -0.8549, 0.1189], [2.9021, 0.6516, 0.9841], [1.1150, -0.6463, -0.9963], [-1.2168, -0.5745, -1.1684], [-0.7485, -1.6825, 0.1934], [-0.9487, -2.2984, -1.4760], [-2.3797, -1.7557, -0.5355], [-2.9407, 0.9406, 0.2597], [-1.8619, 0.3311, 1.5739], [-1.8488, 2.0340, 1.1058]]}

No. 13
{"formula": "C5H11NO", "method": "ωB97M-V with the def2-TZVPD basis set", "multiplicity": 1, "smiles": "C=C(N)/C=C/C.O", "orbital_gap_ev": 8.80, "e_above_lowest_kcal_mol": 65.7, "total_energy_ev": -8898.8464, "lumo_energy_ev": 0.863, "symbols": ["N", "C", "C", "C", "C", "C", "H", "H", "H", "H", "H", "H", "H", "H", "H", "H", "H", "O"], "xyz": [[-1.5381, -0.6864, -0.7246], [-0.7498, 0.4031, -1.2336], [-0.7333, 0.8104, -2.4626], [1.1934, 1.1249, 1.9655], [0.4316, 0.4886, 0.9522], [0.0379, 1.0915, -0.1238], [-1.7469, -0.6434, 0.2949], [-2.2021, -1.2419, -1.3133], [-1.3715, 0.2114, -3.2302], [-0.1459, 1.6608, -2.7716], [1.2265, 2.1809, 1.9411], [2.1882, 0.6993, 1.8580], [0.8617, 0.9656, 2.9808], [0.0430, -0.4330, 1.4269], [0.1714, 2.1902, -0.3612], [0.6049, -3.1673, -0.4065], [1.3075, -2.7754, 0.7705], [0.4214, -2.8792, 0.4374]]}